Here is one molecule with the formula C4H10N2O from the OMol25 dataset. Energies are from ωB97M-V/def2-TZVPD.

Structure (XYZ):
```
17
Properties=species:S:1:pos:R:3:mulliken_charge:R:1
O 1.86050 -1.04226 0.87611 -0.622
N 1.32703 -2.04581 -1.05613 -0.369
N -2.13802 1.12741 0.43699 -0.624
C 0.38276 1.12774 0.24588 -0.489
C 1.33839 -1.01533 -0.24612 0.569
C 0.46284 0.07576 -0.84380 -0.656
C -0.84739 0.79339 1.07116 -0.579
H -0.80611 -0.29680 1.32407 0.256
H 1.11320 -1.88806 -2.03605 0.208
H -2.39561 0.57500 -0.37301 0.231
H -0.63127 -0.30389 -1.07701 0.183
H 0.90305 0.24853 -1.87040 0.368
H -0.80220 1.33134 2.03900 0.400
H 0.31820 2.14122 -0.10499 0.393
H 1.22355 1.09091 1.06354 0.257
H -2.84900 0.98422 1.17228 0.235
H 1.54008 -2.90334 -0.62151 0.239
```

Values from the calculation:
* spin multiplicity: 1
* ΔE to the lowest compared entry with this formula, charge and spin: 1.590 eV
* electronic energy: -343.14304 Eh
* frontier orbital gap: 9.913 eV